(1)
ORCA calculation (ωB97M-V with the def2-TZVPD basis set) on a single C4H5N3O molecule in a non-equilibrium geometry.

The geometry in XYZ format:
```
13
Properties=species:S:1:pos:R:3
C -2.20 -0.47 -0.03
C -0.10 0.13 0.11
C -0.27 -1.21 -0.01
C 1.25 0.74 0.27
N -1.53 -1.60 -0.08
N -1.38 0.61 0.07
N 2.17 -0.27 -0.25
O 1.86 -1.49 0.12
H -3.27 -0.40 -0.09
H 1.38 1.68 -0.27
H 1.48 0.90 1.33
H -1.66 1.58 0.11
H 2.27 -0.19 -1.27
```

## Properties
Energy relative to the best compared isomer or geometry (same formula, charge and spin): 153.77 kJ/mol
LUMO level (spin up / spin down): 0.64 / -1.09 eV
⟨S²⟩: 2.012
Largest force on an atom: 3.21 eV Å⁻¹
Total charge: 0
HOMO-LUMO gap (spin up / spin down): 8.29 / 7.34 eV
2S+1: 3
E_tot: -394.71805 a.u.

***

(2)
ORCA calculation (ωB97M-V with the def2-TZVPD basis set) on 3 unconnected molecules or ions with the total composition C3H7NO3 in a non-equilibrium geometry.

The geometry in XYZ format:
```
14
Properties=species:S:1:pos:R:3
C 1.05 -0.10 -1.06
C 0.00 -0.75 -0.74
O -1.02 -1.30 -0.43
H 0.85 0.91 -1.11
H 2.04 -0.62 -1.00
C 1.48 -1.26 2.58
O 1.41 -0.15 2.15
H 1.30 -2.24 2.13
H 2.10 -1.38 3.55
N -1.43 1.58 -1.14
O -2.66 0.98 -1.43
H -1.43 2.33 -0.46
H -1.01 1.92 -2.03
H -2.70 0.08 -1.01
```

## Properties
Energy relative to the best compared isomer or geometry (same formula, charge and spin): 553.03 kJ/mol
LUMO level: 0.77 eV
SMILES: C=C=O.C=O.NO
Largest force on an atom: 5.29 eV Å⁻¹
Total charge: 0
HOMO-LUMO gap: 9.91 eV
E_tot: -398.82702 a.u.

***

(3)
ORCA calculation (ωB97M-V with the def2-TZVPD basis set) on a molecular structure, C22H19Cl2N4O2S4SbTc in a non-equilibrium geometry.

The geometry in XYZ format:
```
55
Properties=species:S:1:pos:R:3
Tc -6.53 -18.25 -1.53
Cl -10.42 -12.73 -1.60
C -9.21 -13.82 -1.11
C -8.79 -14.79 -2.03
C -7.75 -15.65 -1.70
N -7.27 -16.82 -2.47
C -7.00 -16.69 -3.83
O -7.75 -16.06 -4.59
C -5.75 -17.38 -4.25
C -5.30 -17.35 -5.58
C -4.22 -18.14 -5.96
C -3.68 -18.97 -4.99
C -4.15 -18.85 -3.66
N -5.17 -18.09 -3.30
C -7.03 -15.54 -0.51
C -7.34 -14.46 0.31
C -8.47 -13.66 0.07
Cl -8.90 -12.41 1.22
N -6.13 -16.59 -0.29
C -5.06 -16.58 0.51
O -4.64 -15.69 1.23
C -4.32 -17.92 0.56
C -3.37 -18.22 1.56
C -2.90 -19.53 1.68
C -3.40 -20.49 0.77
C -4.38 -20.10 -0.13
N -4.84 -18.87 -0.24
H -9.37 -14.85 -2.91
H -5.74 -16.75 -6.35
H -3.88 -18.13 -7.01
H -2.94 -19.73 -5.22
H -3.61 -19.38 -2.88
H -6.83 -14.44 1.25
H -3.06 -17.42 2.23
H -2.22 -19.87 2.48
H -3.10 -21.52 0.78
H -4.81 -20.87 -0.80
S -8.56 -21.39 -1.90
Sb -8.58 -20.18 1.21
S -8.17 -18.28 0.17
S -6.98 -20.35 -2.75
S -7.78 -22.00 -0.15
C -8.92 -20.54 -6.37
C -8.04 -21.03 -5.26
C -6.81 -21.74 -5.74
C -7.72 -19.84 -4.36
H -9.20 -21.38 -7.03
H -8.41 -19.78 -6.98
H -9.82 -20.07 -5.96
H -8.64 -21.74 -4.67
H -6.07 -21.07 -6.21
H -7.05 -22.54 -6.47
H -6.28 -22.24 -4.92
H -8.59 -19.17 -4.18
H -6.94 -19.21 -4.85
```

## Properties
Energy relative to the best compared isomer or geometry (same formula, charge and spin): 0.00 kJ/mol
LUMO level (spin up / spin down): -5.22 / -5.22 eV
Largest force on an atom: 2.89 eV Å⁻¹
Total charge: +1
HOMO-LUMO gap (spin up / spin down): 5.09 / 5.08 eV
E_tot: -4053.31207 a.u.

***

(4)
ORCA calculation (ωB97M-V with the def2-TZVPD basis set) on a molecular structure, C19H19N2O6RhS3 in a non-equilibrium geometry.

The geometry in XYZ format:
```
50
Properties=species:S:1:pos:R:3
Rh 0.01 -0.16 0.97
O 0.79 -2.18 1.64
S 1.80 -2.14 0.57
O 3.05 -2.78 0.82
O 1.96 -0.69 0.20
C 0.99 -3.08 -0.74
C 1.74 -4.15 -1.22
C 1.19 -5.06 -2.11
C -0.11 -4.92 -2.53
C -0.87 -3.84 -2.07
C -0.33 -2.92 -1.19
S -1.39 -1.51 -0.86
O -1.78 -1.45 0.58
O -2.48 -1.57 -1.77
O -0.44 -0.37 -1.03
H 2.75 -4.27 -0.86
H 1.80 -5.88 -2.46
H -0.55 -5.62 -3.22
H -1.88 -3.70 -2.42
N 2.10 1.65 2.57
C 1.38 0.84 3.34
N 0.30 0.21 2.92
C -0.27 -0.57 3.95
C -1.41 -1.34 3.85
C -1.83 -2.04 4.97
C -1.14 -1.97 6.17
C 0.00 -1.19 6.28
C 0.42 -0.50 5.15
S 1.78 0.58 5.01
H 1.75 1.89 1.65
H 3.02 1.94 2.85
H -1.95 -1.41 2.91
H -2.72 -2.65 4.90
H -1.49 -2.52 7.03
H 0.55 -1.13 7.21
C -2.10 4.65 0.52
C -0.65 4.32 0.15
C 0.31 5.14 1.02
C -0.40 4.65 -1.33
C -0.42 2.88 0.38
C -0.22 1.71 0.58
H -2.29 5.72 0.35
H -2.29 4.43 1.57
H -2.79 4.07 -0.08
H 0.15 6.20 0.86
H 1.35 4.91 0.78
H 0.15 4.92 2.08
H -0.56 5.71 -1.51
H -1.09 4.08 -1.96
H 0.62 4.39 -1.62
```

## Properties
Energy relative to the best compared isomer or geometry (same formula, charge and spin): 25.97 kJ/mol
LUMO level (spin up / spin down): -1.69 / -1.69 eV
Largest force on an atom: 1.14 eV Å⁻¹
Total charge: 0
HOMO-LUMO gap (spin up / spin down): 7.21 / 7.20 eV
E_tot: -2601.43240 a.u.

***

Copy entry 2 word for word.
ORCA calculation (ωB97M-V with the def2-TZVPD basis set) on 3 unconnected molecules or ions with the total composition C3H7NO3 in a non-equilibrium geometry.

The geometry in XYZ format:
```
14
Properties=species:S:1:pos:R:3
C 1.05 -0.10 -1.06
C 0.00 -0.75 -0.74
O -1.02 -1.30 -0.43
H 0.85 0.91 -1.11
H 2.04 -0.62 -1.00
C 1.48 -1.26 2.58
O 1.41 -0.15 2.15
H 1.30 -2.24 2.13
H 2.10 -1.38 3.55
N -1.43 1.58 -1.14
O -2.66 0.98 -1.43
H -1.43 2.33 -0.46
H -1.01 1.92 -2.03
H -2.70 0.08 -1.01
```

## Properties
Energy relative to the best compared isomer or geometry (same formula, charge and spin): 553.03 kJ/mol
LUMO level: 0.77 eV
SMILES: C=C=O.C=O.NO
Largest force on an atom: 5.29 eV Å⁻¹
Total charge: 0
HOMO-LUMO gap: 9.91 eV
E_tot: -398.82702 a.u.